[1]
Here is a structure of composition C11H10ClInNO in a non-equilibrium geometry from the Open Molecules 2025 dataset. Energies are from ωB97M-V/def2-TZVPD.

```
25
Properties=species:S:1:pos:R:3:mulliken_charge:R:1
C -2.371 -0.213 -0.526 -0.39
C -1.769 0.846 -1.344 -0.60
C -1.349 1.904 -0.448 -0.41
H -1.723 0.843 -2.443 0.39
C -1.642 1.499 0.921 -0.70
C -2.299 0.211 0.836 -0.32
H -2.737 -0.245 1.725 0.46
H -2.738 -1.155 -0.905 0.33
H -0.912 2.872 -0.748 0.41
H -1.435 2.056 1.839 0.37
In 0.636 0.146 -0.145 0.54
Cl 0.944 -2.576 -0.023 -0.67
C 4.581 2.175 -2.207 -0.48
C 4.329 3.342 -1.401 -0.30
C 3.446 4.209 -2.137 -0.38
H 4.752 3.546 -0.417 0.39
C 3.152 3.579 -3.399 -0.39
C 3.854 2.322 -3.441 -0.30
H 3.854 1.617 -4.274 0.39
H 5.230 1.340 -1.941 0.36
H 3.081 5.183 -1.808 0.37
H 2.527 3.992 -4.191 0.37
O -2.046 -3.530 2.431 -0.58
C -1.579 -2.557 1.910 0.66
N -0.918 -1.584 1.459 -0.51
```

molecular weight	322.48	g mol⁻¹
calculated total energy	-1205.3731	Ha
E_LUMO (spin up / spin down)	1.44 / 0.10	eV
relative energy (zero: lowest compared OMol25 entry of this formula, charge and spin)	153.1	kJ/mol
charge	-1
Kohn-Sham gap (spin up / spin down)	0.1867 / 0.1465	Eh



[2]
Here is a structure of composition C11H10ClNY in a non-equilibrium geometry from the Open Molecules 2025 dataset. Energies are from ωB97M-V/def2-TZVPD.

```
24
Properties=species:S:1:pos:R:3:mulliken_charge:R:1
C 0.621 1.520 -1.178 -0.82
C -0.625 1.119 -1.784 -0.53
C -0.443 -0.168 -2.393 -0.04
H -1.576 1.653 -1.780 0.43
C 0.931 -0.553 -2.145 -1.23
C 1.600 0.545 -1.535 0.39
H 2.681 0.710 -1.481 0.38
H 0.778 2.340 -0.454 0.27
H -1.169 -0.705 -3.024 0.47
H 1.452 -1.478 -2.369 0.43
Y -0.265 -0.414 0.036 1.10
Cl -2.212 0.876 0.842 -0.48
C -4.114 -2.196 0.349 -0.59
C -3.588 -3.158 -0.563 -0.63
C -3.810 -2.676 -1.889 -0.55
H -3.142 -4.114 -0.297 0.42
C -4.476 -1.415 -1.794 -0.52
C -4.658 -1.119 -0.410 -0.49
H -5.154 -0.240 -0.005 0.40
H -4.138 -2.286 1.433 0.39
H -3.564 -3.197 -2.812 0.41
H -4.826 -0.810 -2.629 0.37
N 2.442 0.309 2.316 -0.47
C 1.546 0.080 1.590 -0.10
```

molecular weight	280.57	g mol⁻¹
calculated total energy	-978.5016	Ha
E_LUMO	2.11	eV
relative energy (zero: lowest compared OMol25 entry of this formula, charge and spin)	146.2	kJ/mol
charge	-1
Kohn-Sham gap	0.1928	Eh



[3]
Here is a structure of composition C11H10MnN2O4 in a non-equilibrium geometry from the Open Molecules 2025 dataset. Energies are from ωB97M-V/def2-TZVPD.

```
28
Properties=species:S:1:pos:R:3:lowdin_spin:R:1
Mn 0.242 -1.616 0.810 3.97
C 1.375 -1.611 2.229 0.09
O 2.086 -1.452 3.144 0.11
C -0.087 -3.510 0.824 0.11
O -0.461 -4.588 0.791 0.06
C 1.049 -2.097 -0.854 0.11
O 1.244 -2.039 -2.012 0.07
C -1.516 -1.554 1.510 0.10
O -2.550 -1.129 1.871 0.08
C -2.015 -1.132 -1.921 0.07
H -2.569 -0.346 -1.344 0.00
H -1.110 -0.735 -2.463 0.00
C -2.001 -2.389 -1.464 0.02
H -1.310 -3.192 -1.801 0.00
H -2.637 -2.799 -0.655 0.00
N 1.312 4.328 -0.001 0.03
C 0.948 3.020 0.052 0.02
C -0.396 2.594 0.177 0.02
C -0.698 1.238 0.292 0.01
N 0.286 0.285 0.302 0.08
C 1.573 0.678 0.071 0.03
C 1.934 2.011 -0.013 0.01
H 0.645 5.079 0.049 0.00
H 2.286 4.594 -0.063 0.00
H -1.195 3.337 0.211 0.00
H -1.734 0.891 0.376 0.00
H 2.312 -0.124 -0.013 0.01
H 2.989 2.258 -0.108 0.00
```

molecular weight	289.15	g mol⁻¹
multiplicity	6
calculated total energy	-1985.8583	Ha
E_LUMO (spin up / spin down)	-8.11 / -10.54	eV
relative energy (zero: lowest compared OMol25 entry of this formula, charge and spin)	0.0	kJ/mol
charge	+2
Kohn-Sham gap (spin up / spin down)	0.2893 / 0.2003	Eh
⟨S²⟩	8.782



[4]
Here is a structure of composition C11H10N2O4Ti in a non-equilibrium geometry from the Open Molecules 2025 dataset. Energies are from ωB97M-V/def2-TZVPD.

```
28
Properties=species:S:1:pos:R:3:lowdin_spin:R:1
Ti 0.000 0.000 0.000 1.29
O 0.142 3.033 0.334 0.10
C 0.089 1.891 0.187 0.07
C -0.091 -1.900 0.026 0.07
O -0.147 -3.050 0.076 0.11
C 1.903 -0.090 -0.001 0.08
O 3.054 -0.146 0.021 0.11
C -1.902 0.092 -0.044 0.07
O -3.054 0.148 -0.047 0.11
C 0.033 0.689 -5.091 0.00
H -0.858 1.290 -5.237 0.00
H 0.980 1.202 -5.217 0.00
C -0.033 -0.690 -5.149 0.00
H 0.862 -1.278 -5.322 0.00
H -0.976 -1.190 -5.342 0.00
N 1.686 -1.846 2.467 0.00
C 0.740 -0.904 2.958 0.00
C 0.598 -0.832 4.356 0.00
C -0.305 0.052 4.928 0.00
C -1.069 0.864 4.111 0.00
C -0.920 0.782 2.728 0.01
N -0.028 -0.083 2.138 0.00
H 1.879 -2.016 1.481 0.00
H 2.223 -2.427 3.129 0.00
H 1.190 -1.466 5.005 0.00
H -0.411 0.105 6.004 0.00
H -1.779 1.558 4.543 0.00
H -1.538 1.434 2.131 0.00
```

molecular weight	282.08	g mol⁻¹
multiplicity	3
calculated total energy	-1684.3392	Ha
E_LUMO (spin up / spin down)	-10.52 / -11.17	eV
relative energy (zero: lowest compared OMol25 entry of this formula, charge and spin)	413.0	kJ/mol
charge	+2
Kohn-Sham gap (spin up / spin down)	0.1625 / 0.1389	Eh
⟨S²⟩	2.014